An isolated molecule of C15H14N2O3S. Source: OMol25; level of theory: ωB97M-V/def2-TZVPD.

Each atom is followed by the atoms it is bonded to, with distances in Å.
Element x y z (Å)
1 C 5.10 1.93 -0.63  O2 1.407, H22 1.095, H23 1.089, H24 1.095
2 O 3.73 2.14 -0.44  C1 1.407, C3 1.361
3 C 2.93 1.07 -0.17  O2 1.361, C4 1.408, C21 1.386
4 C 1.57 1.38 0.01  C3 1.408, C5 1.372, H25 1.078
5 C 0.64 0.41 0.29  C4 1.372, C6 1.395, H26 1.078
6 C 1.07 -0.92 0.39  C5 1.395, C7 1.435, C20 1.407
7 C 0.45 -2.18 0.66  C6 1.435, C8 1.497, C18 1.357
8 C -1.00 -2.46 0.88  C7 1.497, C9 1.515, H27 1.091, H28 1.086
9 C -1.60 -2.73 -0.48  C8 1.515, O10 1.209, N11 1.376
10 O -1.43 -3.76 -1.08  C9 1.209
11 N -2.31 -1.72 -1.11  C9 1.376, C12 1.369, H29 1.017
12 C -2.77 -0.48 -0.76  N11 1.369, N13 1.287, S17 1.764
13 N -3.14 0.36 -1.66  C12 1.287, C14 1.355
14 C -3.63 1.50 -1.12  N13 1.355, C15 1.356, H30 1.075
15 C -3.67 1.56 0.23  C14 1.356, C16 1.484, S17 1.745
16 C -4.14 2.66 1.12  C15 1.484, H31 1.087, H32 1.090, H33 1.090
17 S -3.05 0.07 0.89  C12 1.764, C15 1.745
18 C 1.45 -3.10 0.61  C7 1.357, O19 1.355, H34 1.072
19 O 2.66 -2.53 0.35  C18 1.355, C20 1.351
20 C 2.43 -1.21 0.21  C6 1.407, O19 1.351, C21 1.388
21 C 3.38 -0.23 -0.07  C3 1.386, C20 1.388, H35 1.077
22 H 5.29 1.27 -1.49  C1 1.095
23 H 5.53 2.91 -0.83  C1 1.089
24 H 5.57 1.50 0.26  C1 1.095
25 H 1.28 2.41 -0.08  C4 1.078
26 H -0.39 0.67 0.43  C5 1.078
27 H -1.11 -3.37 1.47  C8 1.091
28 H -1.47 -1.63 1.40  C8 1.086
29 H -2.51 -1.94 -2.09  N11 1.017
30 H -3.95 2.28 -1.78  C14 1.075
31 H -4.47 3.50 0.51  C16 1.087
32 H -4.97 2.33 1.74  C16 1.090
33 H -3.34 2.99 1.78  C16 1.090
34 H 1.44 -4.16 0.75  C18 1.072
35 H 4.42 -0.51 -0.19  C21 1.077

Calculated values
ΔE to the lowest compared entry with this formula, charge and spin = 17.5 kcal/mol
net charge = 0
frontier orbital gap = 8.456 eV
SMILES = COc1ccc2c(CC(=O)Nc3ncc(C)s3)coc2c1